Entry from the Open Molecules 2025 dataset: a cluster of 11 separate species, C28H72N2O14S2 in total (ωB97M-V/def2-TZVPD).

Values from the calculation:
net charge = 0
multiplicity = 1
DFT total energy = -3068.95540 Ha
SMILES = C=COC(=O)N(CCCSC(=S)N1CCOCC1)OC[C@@H](C)CC(C)C.CO.CO.CO.CO.CO.CO.CO.CO.CO.CO
LUMO energy = -0.106 eV

Structure (XYZ):
```
118
C28H72N2O14S2 | the Open Molecules 2025 dataset | ωB97M-V/def2-TZVPD
C -3.92603 0.84966 3.95719
C -2.68809 0.84710 3.47603
O -2.43391 0.41347 2.17811
C -1.70584 -0.71206 2.05481
O -1.48752 -1.47328 2.97770
N -1.28691 -0.88843 0.74770
C -1.04973 -2.26336 0.32042
C 0.32028 -2.93617 0.47941
C 0.28036 -4.08190 1.50635
S 1.76362 -4.32044 2.49409
C 3.05049 -4.48918 1.32753
S 2.82189 -5.10858 -0.15764
N 4.34689 -4.19558 1.78914
C 4.48897 -2.89833 2.46226
C 4.49701 -2.92640 3.98872
O 5.18722 -4.02795 4.55764
C 5.87785 -4.79344 3.59500
C 4.93155 -5.31588 2.56341
O -0.37046 0.08300 0.27585
C 0.44320 0.65143 1.30219
C 1.61810 1.40495 0.68505
C 1.20289 2.15452 -0.57150
C 2.14103 2.44028 1.69276
C 2.93079 1.86544 2.87059
C 2.05070 1.62250 4.08525
C 4.08933 2.78186 3.23203
H -4.68846 0.15394 3.65115
H -4.18204 1.59957 4.68519
H -1.82332 1.15097 4.04334
H -1.80813 -2.85724 0.81400
H -1.29209 -2.29598 -0.73546
H 1.13564 -2.25917 0.69520
H 0.55245 -3.37152 -0.48156
H -0.49201 -3.84720 2.23074
H 0.01070 -5.01933 1.03686
H 3.63995 -2.29049 2.17255
H 5.35955 -2.37426 2.08697
H 3.49174 -2.87497 4.38794
H 5.00274 -2.01902 4.31535
H 6.69158 -4.21996 3.15440
H 6.28840 -5.64552 4.12118
H 4.14417 -5.90052 3.03280
H 5.45666 -5.98326 1.88522
H 0.82844 -0.11886 1.96306
H -0.13562 1.37760 1.86779
H 2.42113 0.71089 0.46206
H 2.08199 2.64189 -0.97895
H 0.48979 2.93867 -0.34135
H 0.82755 1.51015 -1.34879
H 1.29925 3.03107 2.04927
H 2.78532 3.11047 1.13336
H 3.36663 0.93856 2.51967
H 2.58559 1.03853 4.82229
H 1.18307 1.02957 3.81192
H 1.72303 2.54942 4.53647
H 4.76900 2.30319 3.92974
H 3.72539 3.69671 3.69089
H 4.64396 3.04977 2.34358
C 1.56808 -3.00179 -3.26465
O 0.14418 -2.95104 -3.18212
H 1.84884 -4.04406 -3.39427
H 1.93076 -2.42455 -4.11948
H 2.02929 -2.62565 -2.34891
H -0.10316 -2.03132 -3.06057
C 0.60822 2.62558 -4.63494
O 1.86064 2.73087 -3.94829
H 0.22818 1.62143 -4.47177
H -0.11203 3.34898 -4.24207
H 0.74068 2.78071 -5.70481
H 2.19948 3.61580 -4.09311
C -6.60207 0.41944 0.91471
O -5.43737 1.19019 0.61431
H -7.41254 0.75434 0.27923
H -6.41243 -0.64192 0.72069
H -6.89050 0.55557 1.96247
H -4.73739 0.87079 1.19005
C 2.33232 -0.15913 -6.43784
O 1.35515 0.69439 -7.02642
H 2.64586 0.30913 -5.50773
H 1.91626 -1.14570 -6.21623
H 3.20362 -0.27406 -7.08830
H 1.06621 0.29730 -7.85018
C -3.55250 -0.29204 -1.89319
O -3.24099 -0.34393 -3.28702
H -4.09540 0.63053 -1.70868
H -4.18369 -1.13929 -1.60815
H -2.64177 -0.30153 -1.29088
H -2.76132 -1.15735 -3.45423
C 6.70557 3.09660 -0.45210
O 6.43568 2.28956 0.69090
H 6.23835 4.06325 -0.28377
H 7.77991 3.24261 -0.59040
H 6.28571 2.65362 -1.35896
H 6.84498 1.43371 0.54807
C 3.25844 1.68694 7.73246
O 3.19342 2.84623 6.90783
H 2.31632 1.15653 7.61989
H 4.07400 1.02494 7.42648
H 3.38950 1.95242 8.78459
H 4.02228 3.32026 6.99939
C -7.51393 0.53199 -2.80511
O -8.38021 0.14304 -1.73042
H -7.67482 1.58499 -2.99495
H -6.47062 0.38083 -2.51602
H -7.73213 -0.04093 -3.70914
H -8.22225 -0.78796 -1.56378
C -5.44705 4.17643 -3.50574
O -6.06789 3.31444 -2.55983
H -6.14166 4.30561 -4.33208
H -5.23119 5.15692 -3.07205
H -4.51910 3.74374 -3.89018
H -5.46176 3.19004 -1.82479
C -7.54782 0.14337 -6.96112
O -7.75034 -0.92842 -6.04512
H -6.57120 0.56968 -6.74926
H -7.56320 -0.20994 -7.99554
H -8.30741 0.91996 -6.83755
H -8.61190 -1.30906 -6.22629
```

Atom charges from the Löwdin analysis, given in e for atoms 1 to 4:
1. C 0.0660
2. C -0.1654
3. O 0.0394
4. C -0.5231

---

Entry from the Open Molecules 2025 dataset: a cluster of 5 separate species, C28H40F2N2O13S in total (ωB97M-V/def2-TZVPD).

Values from the calculation:
net charge = 0
multiplicity = 1
DFT total energy = -2776.40081 Ha
SMILES = CC(=O)OC(=O)Cc1cc(S(=O)(=O)F)c2ncc(F)nc2c1.CCOC(C)=O.CCOC(C)=O.CCOC(C)=O.CCOC(C)=O
LUMO energy = -1.409 eV

Structure (XYZ):
```
86
C28H40F2N2O13S | the Open Molecules 2025 dataset | ωB97M-V/def2-TZVPD
C -3.82903 2.11721 -0.14507
C -2.51391 2.11242 -1.01587
O -1.66911 2.93220 -0.78493
O -2.45538 1.14471 -2.04681
C -1.47481 0.16158 -1.80543
O -0.65160 -0.03721 -2.66287
C -1.40156 -0.72499 -0.51216
C -0.51770 0.00771 0.55533
C -0.73922 -0.33873 1.99477
C 0.03656 0.33253 3.05137
S -0.33263 -0.19747 4.74829
O 0.19036 -1.55169 4.94151
O 0.18709 0.68563 5.77396
F -1.96494 -0.30523 4.98615
C 1.05992 1.38557 2.68957
N 1.73012 2.01279 3.73402
C 2.59838 2.95921 3.31071
C 2.82334 3.24068 1.86429
F 3.74939 4.23199 1.57223
N 2.22517 2.66892 0.80828
C 1.31729 1.72558 1.28160
C 0.49865 0.99516 0.24114
H -4.61879 2.60003 -0.80312
H -4.15500 1.07946 0.12892
H -3.72910 2.80085 0.74179
H -2.42425 -0.89262 -0.05377
H -0.97722 -1.75823 -0.72209
H -1.49504 -1.12137 2.28355
H 3.17536 3.54849 4.07069
H 0.67959 1.22428 -0.84235
C -8.80272 2.00341 1.73192
C -8.30808 0.58290 1.55217
O -6.87441 0.53188 1.53519
C -6.10717 0.45732 2.63814
C -6.72959 0.72611 3.98269
O -4.92498 0.25106 2.53344
H -8.48247 2.42225 2.68740
H -9.89254 2.03904 1.68747
H -8.39676 2.64881 0.95065
H -8.71468 -0.10156 2.29926
H -8.63479 0.20848 0.58108
H -6.59916 1.77941 4.23281
H -6.21810 0.11449 4.72591
H -7.78351 0.46334 4.04144
C 3.72981 -3.08947 1.07564
C 2.96199 -4.10757 0.26003
O 1.70930 -3.56528 -0.18894
C 1.56319 -2.83693 -1.30400
C 2.78834 -2.30353 -1.99657
O 0.45673 -2.55276 -1.69701
H 3.98291 -2.20863 0.48373
H 4.65022 -3.52036 1.45992
H 3.12335 -2.74386 1.91685
H 3.54149 -4.50107 -0.57745
H 2.71426 -4.96231 0.89096
H 2.99590 -1.29737 -1.63070
H 2.58668 -2.26220 -3.06724
H 3.67075 -2.92713 -1.87385
C 7.82305 1.56644 1.63982
C 6.44118 0.96481 1.79072
O 6.40266 -0.37809 1.28727
C 6.74560 -1.46503 2.00298
C 7.48238 -1.28272 3.30384
O 6.52602 -2.56495 1.56347
H 8.56646 1.01472 2.21768
H 7.82799 2.60552 1.97365
H 8.14134 1.52988 0.59636
H 6.07377 1.00767 2.81841
H 5.73314 1.53420 1.18612
H 8.55524 -1.34064 3.11794
H 7.19078 -2.08724 3.97898
H 7.24903 -0.35211 3.81658
C -2.09941 0.24662 -5.48228
C -1.00498 -0.73487 -5.84426
O -1.45171 -1.66544 -6.84314
C -1.41493 -1.42852 -8.16592
C -1.16751 -0.02272 -8.64962
O -1.65046 -2.31737 -8.94372
H -2.39449 0.85504 -6.33984
H -1.76863 0.91163 -4.68496
H -2.99294 -0.28592 -5.14956
H -0.08279 -0.23971 -6.15587
H -0.75300 -1.33099 -4.96656
H -2.12489 0.47320 -8.81163
H -0.62571 -0.07530 -9.59407
H -0.55510 0.57395 -7.97704
```

Atom charges from the Löwdin analysis, given in e for atoms 1 to 4:
1. C 0.0198
2. C -0.4437
3. O 0.1330
4. O 0.0699

---

Entry from the Open Molecules 2025 dataset: a cluster of 2 separate species, C6H17N2 in total (ωB97M-V/def2-TZVPD).

Values from the calculation:
net charge = +1
multiplicity = 1
DFT total energy = -347.90242 Ha
LUMO energy = -7.194 eV
energy relative to the best compared isomer or geometry (same formula, charge and spin) = 494.7 kJ/mol

Structure (XYZ):
```
25
C6H17N2 | the Open Molecules 2025 dataset | ωB97M-V/def2-TZVPD
C -2.77753 0.78971 0.59469
C -1.81246 0.19108 -0.49788
C -0.94264 1.25068 -1.12837
C 0.49683 1.09848 -1.05287
C 1.31621 -0.27888 -1.33942
N 2.00956 -0.82397 -0.14550
C 2.85756 0.03466 0.63405
N -1.26661 -1.75242 2.14017
H -2.02483 1.50919 0.94622
H -3.15422 0.08489 1.33305
H -3.51433 1.44695 0.11580
H -2.39823 -0.46011 -1.15134
H -1.21116 1.50287 -2.14682
H -1.07877 -0.48674 -0.04222
H 0.76260 1.19132 0.01349
H 1.17046 1.82317 -1.56254
H 0.56242 -1.05370 -1.50937
H 1.99768 -0.02191 -2.12537
H 2.47523 -1.70013 -0.36218
H 3.04447 -0.30546 1.65411
H 2.39193 1.02743 0.62607
H 3.81040 0.22870 0.09676
H -0.81955 -0.85194 2.26963
H -0.68503 -2.34594 1.57739
H -1.55339 -2.09178 3.04537
```

Atom charges from the natural (NBO) analysis, given in e for atoms 1 to 4:
1. C -0.5673
2. C -0.5228
3. C 0.3857
4. C -0.6038

---

Question: Among the records above, which one has the highest DFT total energy?
Answer: C6H17N2

---

Question: What is the multiplicity in the first record?
Answer: 1

---

Question: Which of these has the highest net charge?
Answer: C6H17N2

---

Question: net charge of number 1 (C28H72N2O14S2)?
Answer: 0